[1]
A cluster of 2 separate species, C16H30ClF3N2O3 in total. Source: OMol25; level of theory: ωB97M-V/def2-TZVPD.

Each atom is followed by the atoms it is bonded to, with distances in Å.
Element x y z (Å)
1 C 5.56 -2.14 -2.62  O2 1.422, H16 1.114, H17 1.117, H18 1.123
2 O 4.95 -0.87 -2.78  C1 1.422, C3 1.447
3 C 3.65 -0.87 -2.14  O2 1.447, C4 1.570, H19 1.118, H20 1.111
4 C 2.46 -0.51 -3.10  C3 1.570, C5 1.578, N11 1.481, C13 1.590
5 C 1.35 -1.61 -3.27  C4 1.578, C6 1.565, H21 1.119, H22 1.114
6 C 1.82 -3.10 -3.22  C5 1.565, C7 1.554, H23 1.119, H24 1.112
7 C 1.67 -3.79 -1.84  C6 1.554, F8 1.368, F9 1.357, F10 1.381
8 F 0.79 -4.84 -1.86  C7 1.368
9 F 1.31 -2.97 -0.83  C7 1.357
10 F 2.89 -4.32 -1.47  C7 1.381
11 N 2.92 0.03 -4.41  C4 1.481, Cl12 1.740, H25 1.024
12 Cl 3.42 -1.24 -5.49  N11 1.740
13 C 1.72 0.72 -2.42  C4 1.590, O14 1.255, O15 1.254
14 O 1.30 0.56 -1.25  C13 1.255
15 O 1.59 1.83 -3.00  C13 1.254
16 H 4.90 -2.98 -2.91  C1 1.114
17 H 6.47 -2.18 -3.27  C1 1.117
18 H 5.92 -2.30 -1.57  C1 1.123
19 H 3.70 -0.10 -1.34  C3 1.118
20 H 3.54 -1.85 -1.62  C3 1.111
21 H 0.87 -1.44 -4.27  C5 1.119
22 H 0.54 -1.40 -2.52  C5 1.114
23 H 1.18 -3.67 -3.94  C6 1.119
24 H 2.86 -3.21 -3.63  C6 1.112
25 H 2.12 0.47 -4.88  N11 1.024
26 C -2.99 2.59 4.80  C27 1.526, H36 1.091, H37 1.091, H38 1.092
27 C -3.56 1.21 4.48  C26 1.526, C28 1.528, H39 1.092, H40 1.094
28 C -2.67 0.24 3.70  C27 1.528, N29 1.528, H41 1.092, H42 1.092
29 N -2.22 0.64 2.30  C28 1.528, C30 1.523, C34 1.518, C35 1.516
30 C -1.00 1.55 2.39  N29 1.523, C31 1.517, H43 1.086, H44 1.091
31 C -0.64 2.19 1.06  C30 1.517, C32 1.516, H45 1.092, H46 1.096
32 C -1.83 2.87 0.42  C31 1.516, C33 1.517, H47 1.091, H48 1.098
33 C -2.94 1.86 0.21  C32 1.517, C34 1.518, H49 1.093, H50 1.093
34 C -3.38 1.26 1.53  N29 1.518, C33 1.518, H51 1.091, H52 1.089
35 C -1.80 -0.64 1.61  N29 1.516, H53 1.089, H54 1.089, H55 1.087
36 H -2.94 3.23 3.91  C26 1.091
37 H -3.64 3.10 5.51  C26 1.091
38 H -2.00 2.52 5.24  C26 1.092
39 H -4.53 1.31 3.99  C27 1.092
40 H -3.77 0.72 5.44  C27 1.094
41 H -3.23 -0.69 3.58  C28 1.092
42 H -1.76 0.01 4.26  C28 1.092
43 H -1.21 2.33 3.11  C30 1.086
44 H -0.18 0.95 2.77  C30 1.091
45 H 0.16 2.92 1.23  C31 1.092
46 H -0.22 1.44 0.38  C31 1.096
47 H -1.53 3.32 -0.53  C32 1.091
48 H -2.18 3.69 1.06  C32 1.098
49 H -2.62 1.09 -0.49  C33 1.093
50 H -3.80 2.36 -0.26  C33 1.093
51 H -4.13 0.48 1.39  C34 1.091
52 H -3.80 2.05 2.14  C34 1.089
53 H -2.67 -1.29 1.54  C35 1.089
54 H -1.03 -1.11 2.22  C35 1.089
55 H -1.41 -0.41 0.62  C35 1.087

The orbital gap comes out at 0.245 Eh. The value obtained for the maximum force is 2.22 eV/A. For the energy, the calculation gives -1722.57089 hartree.

=====

[2]
An isolated molecule of C16H30ClN3O2P2S. Source: OMol25; level of theory: ωB97M-V/def2-TZVPD.

Each atom is followed by the atoms it is bonded to, with distances in Å.
Element x y z (Å)
1 C 3.98 2.20 -0.19  C2 1.673, H26 1.170, H27 1.191, H28 1.179
2 C 2.73 1.13 -0.49  C1 1.673, C3 1.634, H29 1.179, H30 1.176
3 C 1.88 1.04 0.91  C2 1.634, Cl4 1.867, P5 1.909, H31 1.194
4 Cl 3.14 0.95 2.28  C3 1.867
5 P 0.50 -0.27 0.97  C3 1.909, C6 1.943, C12 1.937, C19 1.859, P24 2.160
6 C 1.85 -1.65 1.20  P5 1.943, C7 1.676, H32 1.194, H33 1.173
7 C 1.50 -3.04 0.34  C6 1.676, O8 1.499, H34 1.171, H35 1.184
8 O 2.77 -3.59 -0.23  C7 1.499, C9 1.471
9 C 2.94 -3.14 -1.63  O8 1.471, C10 1.651, O11 1.362
10 C 2.12 -3.83 -2.88  C9 1.651, H36 1.181, H37 1.173, H38 1.179
11 O 3.82 -2.16 -1.98  C9 1.362
12 C -0.27 0.76 2.41  P5 1.937, C13 1.652, H39 1.194, H40 1.166
13 C -1.48 1.78 1.92  C12 1.652, C14 1.673, C18 1.637
14 C -2.95 1.70 2.71  C13 1.673, C15 1.672, H41 1.170
15 C -4.22 2.72 2.33  C14 1.672, C16 1.661, H42 1.179
16 C -4.09 3.89 1.16  C15 1.661, C17 1.665, H43 1.187
17 C -2.63 3.94 0.36  C16 1.665, C18 1.667, H44 1.181
18 C -1.36 2.92 0.75  C13 1.637, C17 1.667, H45 1.169
19 C -0.09 0.05 -0.77  P5 1.859, C20 1.612, H46 1.196, H47 1.196
20 C -1.56 -0.34 -1.31  C19 1.612, N21 1.510, N22 1.555, N23 1.545
21 N -2.75 0.11 -0.51  C20 1.510, H48 1.044, H49 1.064
22 N -1.70 0.48 -2.62  C20 1.555, H50 1.045, H51 1.062
23 N -1.68 -1.78 -1.86  C20 1.545, H52 1.058, H53 1.064
24 P -0.95 -1.79 1.47  P5 2.160, S25 1.986, H54 1.425, H55 1.470
25 S -0.55 -2.79 3.14  P24 1.986
26 H 4.95 1.67 0.21  C1 1.170
27 H 3.62 3.10 0.49  C1 1.191
28 H 4.26 2.66 -1.24  C1 1.179
29 H 2.14 1.60 -1.40  C2 1.179
30 H 3.18 0.12 -0.87  C2 1.176
31 H 1.35 2.09 1.05  C3 1.194
32 H 2.90 -1.34 0.72  C6 1.194
33 H 2.08 -1.87 2.33  C6 1.173
34 H 1.07 -3.89 1.02  C7 1.171
35 H 0.82 -2.78 -0.59  C7 1.184
36 H 2.41 -3.27 -3.87  C10 1.181
37 H 0.98 -3.69 -2.67  C10 1.173
38 H 2.40 -4.97 -2.99  C10 1.179
39 H -0.78 0.07 3.24  C12 1.194
40 H 0.49 1.43 2.99  C12 1.166
41 H -3.13 0.91 3.55  C14 1.170
42 H -5.24 2.64 2.93  C15 1.179
43 H -4.97 4.64 0.89  C16 1.187
44 H -2.51 4.74 -0.50  C17 1.181
45 H -0.38 3.06 0.13  C18 1.169
46 H 0.69 -0.44 -1.53  C19 1.196
47 H 0.01 1.23 -0.98  C19 1.196
48 H -3.16 1.00 -0.85  N21 1.044
49 H -3.51 -0.63 -0.67  N21 1.064
50 H -0.90 0.18 -3.22  N22 1.045
51 H -2.61 0.18 -3.06  N22 1.062
52 H -2.65 -1.88 -2.27  N23 1.058
53 H -0.96 -1.93 -2.63  N23 1.064
54 H -1.25 -2.79 0.50  P24 1.425
55 H -2.22 -1.11 1.77  P24 1.470

The orbital gap comes out at 0.281 Eh. The value obtained for the maximum force is 8.85 eV/A. For the energy, the calculation gives -2482.92222 hartree.

=====

[3]
A cluster of 3 separate species, C16H30FNO8 in total. Source: OMol25; level of theory: ωB97M-V/def2-TZVPD.

Each atom is followed by the atoms it is bonded to, with distances in Å.
Element x y z (Å)
1 C 4.36 -5.67 0.25  O2 1.411, H13 1.093, H14 1.100, H15 1.099
2 O 3.58 -4.53 -0.02  C1 1.411, C3 1.415
3 C 2.19 -4.75 0.05  O2 1.415, C4 1.527, H16 1.103, H17 1.103
4 C 1.49 -3.44 0.38  C3 1.527, C5 1.537, H18 1.095, H19 1.097
5 C 0.19 -3.59 1.19  C4 1.537, C6 1.520, H20 1.098, H21 1.097
6 C -0.74 -4.72 0.78  C5 1.520, C7 1.537, C11 1.537, H22 1.101
7 C -1.79 -5.13 1.82  C6 1.537, C8 1.506, H23 1.091, H24 1.095
8 C -2.72 -5.94 0.97  C7 1.506, O9 1.198, N10 1.405
9 O -3.34 -6.93 1.25  C8 1.198
10 N -2.76 -5.35 -0.31  C8 1.405, C11 1.453, H25 1.013
11 C -1.59 -4.50 -0.48  C6 1.537, N10 1.453, F12 1.388, H26 1.094
12 F -2.00 -3.18 -0.59  C11 1.388
13 H 5.40 -5.34 0.37  C1 1.093
14 H 4.32 -6.40 -0.57  C1 1.100
15 H 4.04 -6.17 1.17  C1 1.099
16 H 1.83 -5.15 -0.91  C3 1.103
17 H 1.98 -5.51 0.82  C3 1.103
18 H 2.20 -2.84 0.96  C4 1.095
19 H 1.29 -2.86 -0.53  C4 1.097
20 H 0.45 -3.71 2.25  C5 1.098
21 H -0.37 -2.65 1.13  C5 1.097
22 H -0.19 -5.65 0.55  C6 1.101
23 H -1.35 -5.74 2.61  C7 1.091
24 H -2.34 -4.27 2.22  C7 1.095
25 H -2.86 -6.06 -1.02  N10 1.013
26 H -1.07 -4.78 -1.40  C11 1.094
27 C 1.51 2.29 3.28  C28 1.512, H34 1.091, H35 1.090, H36 1.089
28 C 1.86 2.07 1.83  C27 1.512, O29 1.439, H37 1.088, H38 1.090
29 O 1.02 1.09 1.20  C28 1.439, C30 1.331
30 C -0.20 1.50 0.87  O29 1.331, O31 1.205, O32 1.330
31 O -0.63 2.62 1.02  C30 1.205
32 O -0.86 0.48 0.34  C30 1.330, C33 1.433
33 C -2.22 0.76 -0.02  O32 1.433, H39 1.088, H40 1.089, H41 1.086
34 H 1.54 1.35 3.82  C27 1.091
35 H 2.22 2.98 3.73  C27 1.090
36 H 0.51 2.72 3.38  C27 1.089
37 H 2.87 1.67 1.73  C28 1.088
38 H 1.81 3.00 1.26  C28 1.090
39 H -2.27 1.62 -0.68  C33 1.088
40 H -2.82 0.94 0.87  C33 1.089
41 H -2.57 -0.13 -0.54  C33 1.086
42 C -1.08 5.53 -0.28  C43 1.509, H49 1.090, H50 1.088, H51 1.089
43 C -0.13 5.24 -1.41  C42 1.509, O44 1.441, H52 1.088, H53 1.090
44 O -0.66 5.62 -2.69  C43 1.441, C45 1.329
45 C -0.61 6.92 -2.96  O44 1.329, O46 1.204, O47 1.335
46 O -0.13 7.78 -2.27  C45 1.204
47 O -1.19 7.12 -4.15  C45 1.335, C48 1.430
48 C -1.25 8.50 -4.55  O47 1.430, H54 1.088, H55 1.089, H56 1.086
49 H -2.04 5.05 -0.46  C42 1.090
50 H -0.68 5.14 0.65  C42 1.088
51 H -1.25 6.61 -0.17  C42 1.089
52 H 0.03 4.16 -1.50  C43 1.088
53 H 0.84 5.72 -1.26  C43 1.090
54 H -0.26 8.94 -4.54  C48 1.088
55 H -1.91 9.06 -3.89  C48 1.089
56 H -1.65 8.49 -5.56  C48 1.086

The orbital gap comes out at 0.390 Eh. The value obtained for the maximum force is 1.24 eV/A. For the energy, the calculation gives -1384.22684 hartree.

=====

Lowest unoccupied orbital energy values, unit eV, following the record order: -0.36, -0.05, 0.59.
HOMO values, unit hartree, following the record order: -0.259, -0.283, -0.368.